Density functional theory data (the ωB97M-V functional and the def2-TZVPD basis) for a cluster of 17 separate species, C68H187N17O17 in total in a non-equilibrium geometry.

```
289
Properties=species:S:1:pos:R:3:forces:R:3:lowdin_charge:R:1
N 3.0339 5.8144 0.9222 -1.7 0.3 -1.2 0.05
C -2.7305 -7.6737 -1.9589 -2.2 0.6 -0.5 -0.42
H 3.4274 -7.2312 -4.2461 -0.5 0.1 -0.5 0.09
C -0.8655 5.5994 -7.1414 1.6 0.6 0.4 -0.24
C 2.6057 3.7280 4.6295 -0.2 1.9 0.1 -0.21
H -0.2210 2.2293 3.5761 -0.8 -0.4 -0.3 0.09
H 3.0696 -4.3116 0.0283 -0.4 -1.0 0.2 0.12
H 1.9609 -5.5818 4.4638 0.1 -0.3 -0.2 0.09
H -8.0614 1.7130 1.3187 -1.1 -0.4 0.4 0.12
H 6.0110 3.1389 -2.6352 0.0 -0.5 -0.5 0.06
H -0.8861 -5.0414 0.6051 -0.5 -0.4 -0.1 0.07
H -2.3019 -6.1875 0.7851 0.2 0.3 0.1 0.07
H 2.7958 5.0540 -1.8110 -0.5 -0.7 0.7 0.08
H -3.1600 -9.8493 -1.7063 -0.8 0.0 -0.5 0.07
C 2.8880 4.2918 -0.9929 1.4 -0.2 -0.2 -0.06
N -3.0948 -2.1297 -1.7053 -0.9 0.2 -0.8 0.07
H -1.6600 -5.8264 -2.4098 -0.2 0.4 -0.4 0.07
C 4.8672 -3.8584 -1.0205 0.6 0.8 0.2 -0.06
H -0.2874 -4.7474 -3.5417 0.4 0.6 -0.4 0.13
N 0.1189 4.9630 -9.2927 -0.8 -0.6 0.0 0.03
N -0.0979 -1.8070 4.8459 -0.1 -1.4 0.3 0.07
O -1.8865 4.6331 -7.0325 0.0 -0.1 -0.4 -0.20
H 5.6696 0.5287 -4.0050 0.7 0.1 -1.4 0.11
H -2.6370 -3.2664 4.4351 0.2 0.3 -0.2 0.04
H 2.3653 0.6740 -2.7551 -0.4 -0.3 0.2 0.05
C -3.4478 -3.9074 -3.4089 -1.1 -0.6 -0.8 -0.19
C -1.8832 6.5420 -9.2298 2.4 1.2 0.1 -0.05
C -6.9454 3.4881 1.0594 -0.4 0.8 0.1 -0.45
C 6.3958 3.2348 3.1499 0.4 0.6 -0.4 -0.05
H 7.6421 2.6006 -3.2745 0.1 0.3 -0.8 0.07
H -1.4097 4.0735 -5.1097 0.5 0.0 0.5 0.08
H -6.9294 -0.3801 -0.0695 -0.1 -0.8 0.4 0.08
H -4.6273 -6.2181 1.0272 -0.3 -0.3 1.0 0.07
O -3.0072 4.9188 -2.3895 -0.9 -1.6 0.6 -0.20
H 6.9818 7.5054 -0.4933 -0.2 -0.4 0.7 0.10
N 2.7075 6.1356 4.3315 -0.7 0.4 -0.5 0.03
H 0.3049 0.1233 -6.5696 0.2 -0.7 0.0 0.07
H 4.6865 -4.1536 3.9081 0.7 -1.6 0.1 0.06
H -2.6637 0.0445 -0.0062 -1.0 -1.8 -1.1 0.02
O -0.9587 -6.6619 -0.6838 1.1 -0.2 -0.4 -0.19
H -5.0834 -7.2009 2.3580 0.1 0.7 -0.3 0.09
H 2.4393 1.7470 -6.5591 0.7 -0.4 0.3 0.11
C -3.3509 1.8446 4.2331 -1.3 0.4 0.4 -0.23
H 0.2699 -3.8106 3.2233 0.2 0.4 -0.1 0.05
H 4.7410 -4.7342 1.8066 -0.2 0.9 -0.7 0.15
H -2.1851 1.5584 -0.1189 0.1 -0.1 0.2 0.07
H 4.3272 -3.6497 -1.9464 0.2 0.2 0.1 0.06
H -2.7799 -1.7664 -5.2309 -0.4 -0.5 0.6 0.08
H -2.0254 7.5120 -8.7388 -0.8 -0.1 -0.3 0.08
H -0.5966 7.8971 -2.3556 -0.4 0.0 0.6 0.07
H 2.5054 0.0072 1.1357 -0.3 -0.1 0.3 0.07
C -3.6079 1.8092 6.8314 1.0 0.9 -0.9 -0.04
O 1.6352 3.1466 -5.2204 -0.6 -0.5 -0.9 -0.21
H -0.4783 -5.1256 4.4221 -0.5 0.3 0.7 0.10
H 0.3471 5.2526 -10.2402 -0.1 0.0 0.1 0.07
H 5.2381 2.2614 0.6082 -0.2 -0.3 0.5 0.12
H -4.0423 -8.1616 -3.5425 0.3 0.2 0.3 0.07
C 2.8600 -6.8218 -3.4086 1.6 -0.5 -0.2 -0.13
O -0.9154 -7.0940 4.3031 -0.2 1.2 -1.3 -0.19
H -6.1623 0.2034 -1.5374 0.2 -0.1 -0.2 0.08
H 3.4392 3.4144 -1.4293 -0.8 0.6 0.2 0.08
C -7.0726 1.9795 1.0168 -0.7 1.2 -0.5 -0.22
H -2.3733 -1.2230 7.3078 0.8 0.4 0.0 0.12
H 7.9719 -0.5763 -2.1915 0.0 -0.9 -0.2 0.06
H -4.2152 3.2014 -1.8310 -0.4 0.5 0.2 0.06
H -1.0773 6.4977 -6.5399 -0.4 -0.1 0.0 0.12
N -0.1332 -3.4660 -1.9369 0.2 0.7 0.2 0.09
H -6.0913 -4.9740 -3.3026 -0.1 0.4 0.8 0.11
C -1.5933 6.3672 -0.9644 -1.5 0.3 0.5 -0.42
C -1.2763 2.0162 3.2540 1.9 -0.8 1.3 -0.11
C 1.8300 -6.2735 3.6096 -1.3 1.4 0.3 -0.02
H -0.0813 3.0641 -7.2636 -1.5 1.0 0.3 0.07
N -4.5980 -6.3520 2.0530 0.8 -0.2 -0.8 0.04
H 0.0327 5.4802 0.0371 -0.3 -0.1 -0.1 0.05
H -4.0903 3.6517 -3.5673 -0.6 0.1 -0.4 0.07
C -2.3034 4.9768 -1.1539 1.3 0.3 -0.5 -0.21
H 2.1514 1.2549 3.9694 -0.2 0.4 0.9 0.08
H -3.0289 3.7172 -5.5761 -1.0 -0.7 -0.3 0.07
H 6.4488 3.3113 4.2356 -0.2 0.2 0.1 0.07
C -4.6791 -5.2693 4.2478 -0.2 -2.6 0.1 -0.05
H -5.8263 3.8395 -0.6924 0.2 -0.4 -0.2 0.06
H 2.3414 -4.6543 -2.1652 0.9 0.7 0.9 0.09
H -7.7494 3.9613 0.4620 -0.1 -0.5 0.2 0.15
O 5.9311 5.9100 0.4466 -1.3 -0.3 0.9 -0.19
O 2.0420 -5.7730 -3.7934 0.0 0.2 -0.3 -0.16
H -1.0662 -8.9722 4.1243 -0.1 -1.0 -0.3 0.08
O -6.9149 1.6288 -0.3275 1.0 -1.0 -0.2 -0.19
H -1.8026 6.6782 -10.3139 0.1 0.1 0.2 0.07
H 1.6801 -7.2638 4.0072 -0.3 -0.4 0.1 0.06
H -7.1670 4.8846 2.5998 -0.1 1.5 -0.2 0.05
H -2.5581 2.1891 6.9290 -0.9 -0.5 0.0 0.09
C -5.6095 -4.4561 -2.4359 0.3 0.4 -0.7 -0.09
H 1.6834 -2.3157 -3.5643 0.2 -0.3 0.7 0.07
C 7.0985 6.5071 0.0026 -0.1 0.4 -0.5 -0.11
H 0.5404 -1.4635 1.1220 -0.4 0.5 0.3 0.07
H -2.2406 -5.0861 -0.6198 0.2 0.0 0.7 0.09
C 2.7166 3.8666 -4.7501 1.7 0.1 0.5 -0.14
H -6.0010 2.0278 4.5733 -0.6 0.6 -0.8 0.04
H 5.4606 -3.1591 1.4606 0.1 0.4 0.0 0.12
H 0.3472 -2.5860 -4.5466 -0.5 0.1 -0.4 0.06
C -0.9446 6.8663 -2.2703 -0.3 -1.5 -0.4 -0.05
C 1.5250 -5.1120 -2.6576 -0.4 -1.4 0.1 -0.21
N -0.6648 6.2070 0.1566 -0.5 0.9 0.6 0.03
H -4.8227 -4.3181 4.6677 -0.2 1.1 1.0 0.05
O -4.8697 -2.8431 2.8766 -0.9 1.3 0.7 -0.19
H 6.4311 1.1233 1.2490 -0.5 -0.1 0.0 0.13
H -1.5833 -9.3927 -2.3824 -0.2 -0.2 0.3 0.09
H 3.6016 6.4090 6.6762 0.1 0.4 0.2 0.06
N 7.9946 0.3900 -2.4169 -0.3 1.5 0.2 0.04
H 5.9761 4.1836 2.7682 0.5 -0.3 0.0 0.07
C -4.4609 -1.5127 2.5989 -0.1 -0.5 -0.7 -0.07
H -1.5023 -1.8578 9.3234 0.2 -0.1 -0.2 0.09
O -2.0649 2.3227 4.3670 0.5 0.6 0.1 -0.17
H 3.0181 7.0578 4.5720 0.1 0.2 -0.1 0.07
H 2.9460 1.5688 0.4856 0.1 0.3 -0.4 0.08
N -2.1051 0.7063 0.4316 0.7 1.6 1.3 0.09
H 4.4266 2.5231 3.0213 -0.4 0.3 0.1 0.08
H -3.6771 0.7418 7.0205 0.2 -0.2 -0.3 0.06
C -1.3560 -1.0779 6.8629 0.0 -0.1 -0.4 -0.24
H -0.1477 1.7086 -3.1684 0.0 0.1 0.0 0.08
C 1.8202 2.6278 -6.5480 -1.2 0.0 0.6 -0.18
H -2.4108 -4.2312 -3.3038 -0.1 0.1 0.2 0.09
H -2.5810 5.4339 -5.3299 -0.1 -0.5 0.6 0.10
N 3.1877 -2.3449 -0.2263 -1.4 -1.4 1.1 0.08
C -0.5451 6.0692 -8.5721 -1.1 -1.1 -0.8 -0.40
H 1.5136 3.8535 4.7533 0.2 0.2 0.4 0.12
H -6.4183 1.5070 1.7262 1.0 -0.3 0.1 0.12
H -1.4268 2.5940 2.3765 -0.7 0.7 -0.9 0.07
C 3.3552 5.0844 5.0467 -0.9 -2.2 0.1 -0.42
C -4.9340 -5.1441 2.7854 -0.8 0.1 -1.4 -0.47
C -0.0302 0.5349 -0.7939 1.0 2.0 -0.1 -0.19
C 0.5065 -4.1230 -3.0778 -0.7 -0.2 0.0 -0.42
H -0.6033 4.2296 -9.3911 0.6 0.3 -0.1 0.08
C 5.6131 0.4004 -2.9543 -1.1 -1.3 1.3 -0.22
C -5.6969 3.9304 0.3760 0.9 1.1 -0.1 -0.08
H 2.6519 0.6153 5.5562 0.1 0.2 -0.1 0.09
H -2.9161 4.7222 -0.2635 0.0 0.3 -0.5 0.11
O 3.6313 -3.1248 2.5022 1.7 -0.2 -0.7 -0.21
C 5.4118 1.5205 1.4177 0.7 -0.6 -0.1 -0.15
H 5.6517 -0.7146 -2.7258 -0.1 1.0 -0.3 0.14
H -4.2327 3.3072 5.3695 0.4 0.3 0.6 0.14
H -5.9231 -4.7875 -1.4543 -0.4 -0.5 -0.1 0.08
H -3.5089 -7.3204 -1.2051 1.1 -0.2 -0.5 0.14
H -0.0207 6.2423 -2.3796 -0.7 0.2 -0.5 0.08
H 3.8678 -2.8239 4.5715 0.1 0.1 -1.0 0.10
C 6.7079 1.0458 -2.1535 0.7 0.6 -0.1 -0.41
H 3.3589 -0.9068 -2.8442 -0.4 0.7 0.3 0.07
H 6.5008 0.8439 -1.1069 -0.3 0.4 0.2 0.12
H 4.0993 4.1385 0.7728 0.6 -0.9 0.3 0.10
C -1.4904 -6.7955 -1.9868 0.2 -1.9 1.1 -0.22
H 5.4696 4.8282 -1.2401 0.2 -0.2 -0.1 0.11
H -3.6909 -2.6794 -1.0911 0.1 0.1 0.1 0.05
H -1.1986 6.0412 1.0239 0.7 0.0 -0.6 0.08
H 7.4732 3.1107 2.8529 -1.1 -0.2 -0.2 0.10
H -4.5254 -1.9902 -3.2770 0.0 -0.4 0.4 0.12
H -2.4067 7.0972 -0.6464 1.1 -0.7 -0.3 0.15
O -0.1985 1.9133 -1.1192 0.3 0.9 0.1 -0.21
O -0.3704 -1.8054 7.5588 -0.8 -0.3 0.1 -0.20
C 3.2529 0.1725 -3.1011 1.4 -0.2 -1.1 -0.08
C 5.0074 5.5261 -0.5348 1.2 -0.2 -0.5 -0.22
C 6.9263 2.5580 -2.4796 -1.0 -1.1 0.8 -0.03
H -2.1559 -2.4796 -1.5610 0.3 -0.2 -0.3 0.02
H 0.2207 -2.2504 9.3254 1.1 -0.5 1.3 0.07
H 2.7354 -6.2948 3.0344 0.5 0.2 -0.5 0.06
H 5.3843 -2.5417 3.6398 -0.9 -0.5 -0.4 0.10
H 2.2979 -7.6240 -2.9785 -0.5 -0.6 0.5 0.08
H 3.2493 0.1897 -4.2310 0.1 0.2 0.8 0.10
H -5.2408 0.3364 0.0285 -1.4 0.1 -0.6 0.09
H -4.4642 -3.7861 1.0378 0.1 -0.3 1.5 0.14
H -1.7208 6.6573 -3.0789 1.4 0.2 0.8 0.08
H -0.0610 -8.2965 2.8460 0.3 -0.1 -0.3 0.07
H 4.7439 6.3990 -1.0947 -0.6 0.8 -0.6 0.13
H -3.7514 -4.2024 -4.4621 0.1 0.7 0.9 0.15
H 2.2634 3.3795 -7.2065 0.0 0.2 0.1 0.12
C 3.8871 -3.6300 0.1305 -1.0 1.1 -2.4 -0.43
H 5.3315 -4.8288 -1.1548 0.0 -0.3 0.5 0.07
C -1.6184 -5.6951 0.0803 -0.8 0.8 -0.1 -0.12
O 4.4891 0.3805 1.2883 0.7 1.5 -0.4 -0.20
H 1.2567 1.6543 5.5487 -0.4 0.1 -0.4 0.08
H 3.6293 6.3883 1.4774 0.5 0.6 0.3 0.05
H 0.4460 -2.7017 -1.5955 0.1 0.0 -0.2 0.06
N 0.8921 1.7495 -8.4810 -0.9 -2.7 0.2 0.05
C -6.2706 0.3647 -0.4727 0.8 0.9 0.2 -0.09
H -1.5473 -1.7990 -3.9607 -0.7 -0.1 0.1 0.05
H -0.2358 0.8288 1.3714 0.2 0.7 -0.4 0.10
H -1.0418 -0.0303 6.8686 -0.4 0.3 0.1 0.12
H 0.5379 -2.2174 5.5364 -0.2 0.4 -0.3 0.09
H -0.2001 -4.0813 -1.1397 -0.1 -0.4 0.1 0.05
H -2.8033 -0.5701 -3.9848 0.0 0.2 0.2 0.06
H -0.3506 -0.5260 9.1495 0.3 0.0 0.4 0.09
H -3.9243 2.4213 3.4915 0.4 -0.5 -0.9 0.13
H 2.9948 4.7110 -5.4273 -0.3 -0.3 0.4 0.09
H 5.6806 -3.1072 -0.8644 -0.4 -0.5 -0.5 0.09
C -2.2607 4.4353 -5.6601 0.9 1.7 -1.0 -0.07
C 3.8202 4.8917 0.0704 -2.1 0.8 0.6 -0.43
C -3.5877 3.5876 -2.6287 1.4 1.0 0.5 -0.05
H -0.6972 -1.7302 -0.0299 -0.1 -0.4 -1.0 0.03
N -3.3006 -7.4901 -3.3260 -0.4 0.3 0.2 0.04
C -0.9863 -8.1872 3.3934 -0.4 -0.1 0.7 -0.10
C -2.3752 -9.1165 -1.6688 0.6 0.3 -1.1 -0.05
N -5.4767 1.6723 5.3296 -0.4 -1.6 0.3 0.04
H 1.5618 -4.0771 2.2556 -0.4 0.2 0.0 0.06
H -0.3155 3.3608 -2.5457 0.7 -0.4 0.0 0.09
H -7.7717 3.4384 2.9080 0.3 0.2 -0.1 0.08
H -6.0147 1.6367 6.1791 0.0 0.2 0.0 0.07
C -0.7071 0.3314 0.5248 0.3 -1.7 0.4 -0.41
H 3.7057 -1.5249 -0.0134 1.0 0.8 0.3 0.03
C -0.2058 1.0365 -6.3362 0.2 1.6 -0.4 -0.02
H 7.3760 3.0506 -1.6529 0.7 0.3 0.9 0.05
C 0.2187 2.3991 -2.3949 -2.3 -0.8 0.1 -0.09
C 4.5065 -3.6796 1.4530 -0.1 -0.9 2.5 -0.19
H -1.6649 -3.6534 5.8176 0.5 -1.1 0.7 0.06
H 2.4686 6.0269 3.3528 0.4 -0.2 0.1 0.05
C 5.4129 2.1123 2.8444 -0.1 -0.8 -0.7 -0.46
H -1.4157 0.9530 2.9973 0.2 0.2 0.0 0.07
H 0.1474 1.1606 -8.8313 0.1 -0.3 -0.4 0.08
C -3.5318 -2.4234 -3.1028 1.3 1.0 -1.1 -0.39
H 0.4848 -6.3143 1.9060 0.0 -0.6 -0.7 0.10
H 0.9876 2.4704 -9.1353 0.2 1.6 -0.8 0.03
H -1.2192 -1.5959 1.5207 0.2 0.3 0.7 0.07
H 8.1587 0.5763 -3.3893 0.6 -0.6 -0.5 0.06
H 3.0224 1.3642 2.2137 -0.9 0.4 0.9 0.04
H -1.2520 0.9809 -6.5986 -0.4 -0.3 -0.3 0.07
C 3.1436 0.8666 1.2857 1.0 -0.6 -0.5 -0.07
H -3.6513 -5.6476 4.4104 -0.5 0.2 0.1 0.08
O -4.2250 -4.6950 -2.4901 1.1 0.0 0.3 -0.27
O 4.3555 0.9211 -2.5647 -0.6 -0.3 0.1 -0.21
H 1.9506 3.9605 -0.5007 0.4 0.3 -0.6 0.08
C 2.2239 1.4997 5.0662 0.3 -0.9 0.0 -0.12
H 1.0270 0.2647 -0.8072 0.2 -0.1 0.2 0.11
H 5.6243 1.3309 4.7121 -0.1 -0.3 -0.3 0.08
H 1.7641 -3.5524 -4.7642 0.2 -0.5 -0.2 0.08
O 3.0571 2.6000 5.3310 0.4 0.2 -0.4 -0.18
H 0.1030 5.2144 -6.7443 -0.5 -0.1 0.0 0.12
H 2.0618 5.4945 6.7675 1.7 -0.3 -0.2 0.11
H -1.8724 -0.7385 4.8412 0.1 -1.0 0.4 0.13
C 4.4396 -3.1601 3.6686 -0.7 1.8 1.4 -0.13
H -2.7963 2.8473 -2.7148 0.4 -0.1 -0.2 0.08
H -4.2172 2.2985 7.5680 -0.2 0.3 0.6 0.06
H 2.7040 3.6456 3.5355 0.4 -0.3 0.0 0.10
H -0.2099 1.2072 -5.2470 0.4 0.2 -0.5 0.06
H -1.8497 -8.2371 2.6810 0.5 0.6 0.6 0.10
H 2.3728 -2.3180 0.4200 0.7 0.2 -0.6 0.05
C -1.4058 -1.5831 5.4250 -1.5 -0.2 -0.6 -0.38
C 1.1158 -3.1277 -4.0198 -0.5 1.1 -0.6 -0.03
C 3.1841 5.4190 6.5385 -1.1 0.1 -0.5 -0.06
H -4.9919 -0.8204 3.2447 -0.1 -0.2 0.3 0.08
C 0.5868 -5.7356 2.7997 -0.1 -1.4 1.0 -0.44
N 5.6949 1.0251 3.7430 1.2 0.5 1.3 0.06
H -5.5489 5.0109 0.5032 0.0 -0.1 0.3 0.09
H 7.5213 5.8740 -0.7664 0.8 -0.3 -0.1 0.08
H 3.6943 -6.5622 -2.7256 -0.6 0.4 0.2 0.09
H -5.9662 -4.9011 2.6413 -1.2 0.0 0.2 0.12
H -5.4304 -6.0304 4.6659 1.1 1.1 -0.3 0.11
N -7.0002 3.9292 2.4453 -0.2 -2.2 0.7 0.05
H 1.0240 -5.8369 -1.9904 0.4 0.1 0.0 0.12
C -0.4834 -1.1600 0.8491 -0.6 -0.4 -0.2 -0.04
C -0.4991 -1.5897 8.9482 -1.0 0.5 -1.0 -0.09
H 0.2740 -0.9730 4.4708 0.6 0.9 -0.3 0.04
C -4.3068 -3.8875 2.1845 1.0 -0.7 -1.4 -0.23
N 0.5913 -4.3590 2.4287 1.2 1.1 -0.3 0.05
C -2.6306 -1.6298 -4.1434 0.5 -0.1 0.7 -0.05
H 1.2635 2.4630 -2.5142 1.4 0.4 0.1 0.04
H 2.3513 6.4187 0.3824 1.3 -0.9 0.8 0.09
H 4.4069 4.9083 4.7504 -0.1 0.2 0.4 0.12
C -0.6925 -5.8356 3.6428 -0.3 -0.9 -0.1 -0.20
H -3.1645 -2.7369 6.0363 0.1 -0.3 -0.1 0.08
H -0.5228 -0.0323 -1.5359 -0.7 -1.0 -1.0 0.11
H -3.3985 -1.3995 2.7631 0.5 0.1 0.0 0.06
C 0.4701 2.1757 -7.1710 2.1 0.0 1.7 -0.41
H -3.2315 -3.9683 2.3609 0.5 0.3 -0.2 0.11
H -4.7835 3.4393 0.7392 -0.2 -0.1 -0.2 0.08
H 7.6613 6.5417 0.9265 0.8 0.4 -0.3 0.09
H 0.1956 6.8744 -8.5668 -0.3 0.1 0.4 0.13
H -2.6339 5.8379 -9.0313 -1.2 -0.8 0.4 0.05
H 3.7262 4.7659 7.2088 -0.2 -0.4 0.1 0.07
H -1.4422 4.2667 -1.1571 -0.6 0.0 -0.1 0.10
H -3.7321 -6.5450 -3.3267 0.3 -0.9 -0.1 0.05
H -0.7813 -7.3965 -2.5805 0.1 0.7 0.0 0.13
H 2.4484 4.2553 -3.7394 0.3 -0.3 -0.8 0.06
H -1.6039 -5.5053 3.0595 0.9 -0.4 0.5 0.12
C -2.2888 -2.9107 5.3998 0.2 2.2 -0.1 -0.02
H 5.2840 0.1334 3.6172 -0.8 -0.5 -0.5 0.05
H -2.0105 -9.2091 -0.6820 0.8 0.1 1.1 0.06
H -5.8067 -3.3751 -2.4401 -0.2 -0.2 -0.3 0.08
H -3.3501 0.7734 4.0262 -0.2 -0.1 -0.1 0.10
C -4.1698 2.2189 5.4580 0.6 0.1 0.8 -0.45
H 3.6625 3.2193 -4.6760 -1.1 0.7 0.1 0.11
H -4.6978 -1.2206 1.5617 0.2 -0.2 0.1 0.07
```
Positions in Å, forces in eV/Å.

Gap between HOMO and LUMO (eV): 9.2
Spin multiplicity: 1
Total energy (eV): -133676.4614
Total charge: 0
HOMO (eV): -8.650